Molecular formula: C83H77ClIN4O11S
Method: DFT, ωB97M-V/def2-TZVPD

Bonds (Å) are listed after each position.
CARTESIAN COORDINATES (ANGSTROEM)
1 C -5.165 -0.801 1.757  C2 1.188, H38 1.067
2 C -4.619 -0.527 0.738  C1 1.188, C3 1.453
3 C -4.002 -0.267 -0.552  C2 1.453, C4 1.543, H39 1.096, H40 1.089
4 C -2.471 -0.079 -0.574  C3 1.543, C5 1.564, C9 1.568, N33 1.541
5 C -2.159 1.135 0.362  C4 1.564, C6 1.533, H41 1.095, H42 1.093
6 C -1.590 0.974 1.777  C5 1.533, C7 1.531, H43 1.086, H44 1.093
7 C -2.316 0.135 2.832  C6 1.531, Cl8 1.787, H45 1.085, H46 1.082
8 Cl -1.252 -0.025 4.258  C7 1.787
9 C -1.699 -1.380 -0.163  C4 1.568, O10 1.391, N15 1.475, H47 1.092
10 O -2.579 -2.451 -0.281  C9 1.391, C11 1.424
11 C -2.371 -3.527 0.629  O10 1.424, C12 1.518, H48 1.095, H49 1.094
12 C -3.682 -4.150 1.072  C11 1.518, C13 1.544, H50 1.088, H51 1.095
13 C -4.381 -4.979 -0.027  C12 1.544, C14 1.548, H52 1.092, H53 1.087
14 C -5.520 -4.176 -0.702  C13 1.548, H54 1.089, H55 1.090, H56 1.086
15 N -0.411 -1.605 -0.847  C9 1.475, C16 1.456, C17 1.451
16 C -0.238 -2.789 -1.676  N15 1.456, H57 1.090, H58 1.093, H59 1.082
17 C 0.273 -0.412 -1.308  N15 1.451, N18 1.447, O21 1.389, C29 1.525
18 N 0.701 0.381 -0.176  C17 1.447, C19 1.215
19 C 1.031 1.550 -0.216  N18 1.215, S20 1.549
20 S 1.483 3.029 -0.298  C19 1.549
21 O 1.367 -0.759 -2.091  C17 1.389, C22 1.441
22 C 2.562 -1.120 -1.371  O21 1.441, C23 1.560, H60 1.088, H61 1.088
23 C 3.529 -1.958 -2.263  C22 1.560, C24 1.541, C25 1.529, H62 1.087
24 C 2.921 -2.221 -3.654  C23 1.541, H63 1.090, H64 1.086, H65 1.091
25 C 3.793 -3.321 -1.623  C23 1.529, C26 1.549, H66 1.094, H67 1.091
26 C 4.573 -3.314 -0.285  C25 1.549, C27 1.532, C28 1.548, H68 1.091
27 C 5.599 -2.183 -0.158  C26 1.532, H69 1.091, H70 1.088, H71 1.087
28 C 3.659 -3.381 0.963  C26 1.548, H72 1.093, H73 1.092, H74 1.087
29 C -0.659 0.208 -2.344  C17 1.525, O30 1.446, N33 1.490, H75 1.090
30 O -0.224 1.459 -2.924  C29 1.446, C31 1.307
31 C 0.348 1.316 -4.090  O30 1.307, N32 1.144
32 N 0.754 1.113 -5.140  C31 1.144
33 N -2.095 0.394 -1.993  C4 1.541, C29 1.490, C34 1.524, H76 1.027
34 C -2.918 0.024 -3.221  N33 1.524, I35 2.126, C36 1.534, H77 1.090
35 I -3.211 -2.033 -3.669  C34 2.126
36 C -4.162 0.895 -3.440  C34 1.534, C37 1.533, H78 1.095, H79 1.086
37 C -4.523 0.937 -4.929  C36 1.533, H80 1.089, H81 1.088, H82 1.087
38 H -5.629 -1.135 2.658  C1 1.067
39 H -4.415 0.696 -0.872  C3 1.096
40 H -4.360 -1.010 -1.262  C3 1.089
41 H -1.480 1.850 -0.114  C5 1.095
42 H -3.080 1.715 0.460  C5 1.093
43 H -0.543 0.689 1.818  C6 1.086
44 H -1.577 1.985 2.194  C6 1.093
45 H -3.196 0.670 3.176  C7 1.085
46 H -2.621 -0.854 2.516  C7 1.082
47 H -1.465 -1.309 0.901  C9 1.092
48 H -1.782 -3.276 1.517  C11 1.095
49 H -1.823 -4.332 0.129  C11 1.094
50 H -4.341 -3.427 1.548  C12 1.088
51 H -3.383 -4.846 1.862  C12 1.095
52 H -3.617 -5.214 -0.770  C13 1.092
53 H -4.734 -5.920 0.386  C13 1.087
54 H -5.802 -3.344 -0.058  C14 1.089
55 H -5.138 -3.732 -1.621  C14 1.090
56 H -6.385 -4.801 -0.903  C14 1.086
57 H 0.740 -3.226 -1.475  C16 1.090
58 H -0.243 -2.610 -2.754  C16 1.093
59 H -0.959 -3.572 -1.487  C16 1.082
60 H 2.258 -1.759 -0.544  C22 1.088
61 H 3.107 -0.248 -1.015  C22 1.088
62 H 4.445 -1.390 -2.393  C23 1.087
63 H 2.139 -2.977 -3.594  C24 1.090
64 H 2.559 -1.319 -4.140  C24 1.086
65 H 3.709 -2.661 -4.266  C24 1.091
66 H 4.405 -3.875 -2.341  C25 1.094
67 H 2.882 -3.906 -1.490  C25 1.091
68 H 5.145 -4.244 -0.265  C26 1.091
69 H 5.905 -2.134 0.888  C27 1.091
70 H 6.485 -2.442 -0.735  C27 1.088
71 H 5.210 -1.199 -0.405  C27 1.087
72 H 3.684 -2.434 1.508  C28 1.093
73 H 2.611 -3.536 0.695  C28 1.092
74 H 3.963 -4.161 1.657  C28 1.087
75 H -0.584 -0.512 -3.158  C29 1.090
76 H -2.229 1.411 -1.968  N33 1.027
77 H -2.300 0.350 -4.057  C34 1.090
78 H -3.920 1.918 -3.131  C36 1.095
79 H -5.021 0.510 -2.897  C36 1.086
80 H -3.641 1.029 -5.561  C37 1.089
81 H -5.175 1.787 -5.119  C37 1.088
82 H -5.086 0.046 -5.197  C37 1.087
83 C 5.401 3.844 -4.115  C84 1.391, C88 1.384, H99 1.083
84 C 6.235 4.842 -4.608  C83 1.391, C85 1.384, H100 1.083
85 C 7.610 4.702 -4.523  C84 1.384, C86 1.389, H101 1.081
86 C 8.157 3.569 -3.935  C85 1.389, C87 1.396, C97 1.491
87 C 7.319 2.577 -3.420  C86 1.396, C88 1.389, C89 1.490
88 C 5.941 2.716 -3.522  C83 1.384, C87 1.389, H102 1.082
89 C 7.884 1.375 -2.746  C87 1.490, O90 1.215, C91 1.488
90 O 7.155 0.510 -2.302  C89 1.215
91 C 9.363 1.265 -2.624  C89 1.488, C92 1.389, C96 1.397
92 C 9.909 0.179 -1.951  C91 1.389, C93 1.384, H103 1.081
93 C 11.283 0.055 -1.839  C92 1.384, C94 1.391, H104 1.082
94 C 12.119 1.012 -2.406  C93 1.391, C95 1.385, H105 1.082
95 C 11.580 2.099 -3.073  C94 1.385, C96 1.389, H106 1.081
96 C 10.202 2.234 -3.177  C91 1.397, C95 1.389, C97 1.490
97 C 9.640 3.428 -3.870  C86 1.491, C96 1.490, O98 1.212
98 O 10.366 4.263 -4.364  C97 1.212
99 H 4.326 3.952 -4.191  C83 1.083
100 H 5.813 5.730 -5.061  C84 1.083
101 H 8.263 5.472 -4.910  C85 1.081
102 H 5.296 1.939 -3.133  C88 1.082
103 H 9.256 -0.564 -1.515  C92 1.081
104 H 11.707 -0.789 -1.311  C93 1.082
105 H 13.193 0.910 -2.323  C94 1.082
106 H 12.225 2.847 -3.512  C95 1.081
107 C -2.282 1.662 13.903  C108 1.391, C112 1.384, H123 1.082
108 C -3.067 0.629 13.401  C107 1.391, C109 1.384, H124 1.082
109 C -2.973 0.269 12.067  C108 1.384, C110 1.389, H125 1.081
110 C -2.101 0.949 11.226  C109 1.389, C111 1.397, C121 1.489
111 C -1.329 2.001 11.726  C110 1.397, C112 1.389, C113 1.490
112 C -1.416 2.347 13.068  C107 1.384, C111 1.389, H126 1.081
113 C -0.421 2.774 10.834  C111 1.490, O114 1.212, C115 1.491
114 O 0.254 3.685 11.265  C113 1.212
115 C -0.369 2.403 9.390  C113 1.491, C116 1.389, C120 1.396
116 C 0.429 3.144 8.527  C115 1.389, C117 1.384, H127 1.081
117 C 0.497 2.804 7.187  C116 1.384, C118 1.393, H128 1.082
118 C -0.225 1.717 6.701  C117 1.393, C119 1.384, H129 1.088
119 C -1.025 0.980 7.558  C118 1.384, C120 1.389, H130 1.081
120 C -1.107 1.325 8.901  C115 1.396, C119 1.389, C121 1.491
121 C -2.000 0.538 9.798  C110 1.489, C120 1.491, O122 1.214
122 O -2.631 -0.408 9.373  C121 1.214
123 H -2.351 1.935 14.948  C107 1.082
124 H -3.751 0.102 14.054  C108 1.082
125 H -3.577 -0.537 11.674  C109 1.081
126 H -0.808 3.154 13.452  C112 1.081
127 H 0.991 3.985 8.909  C116 1.081
128 H 1.116 3.385 6.517  C117 1.082
129 H -0.167 1.446 5.648  C118 1.088
130 H -1.593 0.138 7.189  C119 1.081
131 C 6.558 12.681 -6.235  C132 1.391, C136 1.384, H147 1.082
132 C 5.771 13.674 -5.662  C131 1.391, C133 1.385, H148 1.082
133 C 4.561 13.349 -5.072  C132 1.385, C134 1.389, H149 1.081
134 C 4.128 12.030 -5.061  C133 1.389, C135 1.398, C145 1.489
135 C 4.909 11.035 -5.655  C134 1.398, C136 1.389, C137 1.488
136 C 6.129 11.365 -6.232  C131 1.384, C135 1.389, H150 1.081
137 C 4.445 9.622 -5.695  C135 1.488, O138 1.214, C139 1.491
138 O 5.123 8.753 -6.204  C137 1.214
139 C 3.118 9.299 -5.097  C137 1.491, C140 1.389, C144 1.395
140 C 2.639 7.997 -5.172  C139 1.389, C141 1.384, H151 1.081
141 C 1.414 7.678 -4.612  C140 1.384, C142 1.391, H152 1.083
142 C 0.665 8.656 -3.966  C141 1.391, C143 1.384, H153 1.082
143 C 1.135 9.956 -3.893  C142 1.384, C144 1.389, H154 1.081
144 C 2.358 10.283 -4.465  C139 1.395, C143 1.389, C145 1.492
145 C 2.833 11.697 -4.406  C134 1.489, C144 1.492, O146 1.212
146 O 2.177 12.547 -3.843  C145 1.212
147 H 7.507 12.937 -6.688  C131 1.082
148 H 6.103 14.703 -5.676  C132 1.082
149 H 3.948 14.117 -4.621  C133 1.081
150 H 6.735 10.590 -6.680  C136 1.081
151 H 3.226 7.240 -5.674  C140 1.081
152 H 1.040 6.664 -4.678  C141 1.083
153 H -0.290 8.404 -3.524  C142 1.082
154 H 0.556 10.722 -3.397  C143 1.081
155 C -9.612 -9.024 -2.170  C156 1.391, C160 1.384, H171 1.082
156 C -10.621 -9.919 -1.829  C155 1.391, C157 1.384, H172 1.082
157 C -10.589 -10.569 -0.607  C156 1.384, C158 1.389, H173 1.081
158 C -9.542 -10.336 0.275  C157 1.389, C159 1.397, C169 1.491
159 C -8.518 -9.454 -0.076  C158 1.397, C160 1.389, C161 1.489
160 C -8.563 -8.793 -1.297  C155 1.384, C159 1.389, H174 1.081
161 C -7.362 -9.223 0.835  C159 1.489, O162 1.215, C163 1.489
162 O -6.474 -8.451 0.532  C161 1.215
163 C -7.320 -9.969 2.122  C161 1.489, C164 1.389, C168 1.397
164 C -6.226 -9.812 2.964  C163 1.389, C165 1.384, H175 1.081
165 C -6.178 -10.488 4.170  C164 1.384, C166 1.391, H176 1.082
166 C -7.228 -11.319 4.547  C165 1.391, C167 1.384, H177 1.082
167 C -8.319 -11.484 3.711  C166 1.384, C168 1.389, H178 1.081
168 C -8.366 -10.818 2.494  C163 1.397, C167 1.389, C169 1.490
169 C -9.533 -11.033 1.593  C158 1.491, C168 1.490, O170 1.212
170 O -10.448 -11.757 1.920  C169 1.212
171 H -9.644 -8.511 -3.122  C155 1.082
172 H -11.434 -10.107 -2.517  C156 1.082
173 H -11.373 -11.262 -0.334  C157 1.081
174 H -7.774 -8.102 -1.560  C160 1.081
175 H -5.413 -9.163 2.668  C164 1.081
176 H -5.322 -10.369 4.822  C165 1.082
177 H -7.191 -11.842 5.494  C166 1.082
178 H -9.135 -12.132 3.997  C167 1.081

Summary:
frontier orbital gap	8.1	eV
electronic energy	-147252.1691	eV
HOMO level	-10.9	eV
net charge	+1
lowest unoccupied orbital energy	-2.86	eV